The following is a quantum chemistry calculation of a molecular structure, C30H35I2N2O2, from OMol25.

```
71
Properties=species:S:1:pos:R:3
C -2.94902 0.34377 0.18859
C -2.42166 -0.44516 -0.53927
C -1.92231 -1.50225 -1.32707
C -2.57815 -2.66111 -1.56398
O -3.75188 -3.07196 -1.14044
C -4.87005 -2.71213 -2.01847
C -6.18044 -2.86342 -1.26752
C -6.12840 -2.31782 0.14157
O -7.14476 -2.19045 -2.07145
N -1.74863 -3.42632 -2.36388
C -0.61586 -2.77803 -2.59555
C 0.50888 -3.32868 -3.37959
N -0.69070 -1.59256 -1.98606
C 0.39490 -0.60306 -2.09931
I -0.37379 1.35365 -2.50283
C 1.44557 -0.71903 -0.97041
C 0.91040 -0.69180 0.46412
I 2.93119 0.80846 -1.25906
H -3.41301 1.03680 0.84482
H -4.85383 -3.37376 -2.88029
H -4.74953 -1.68222 -2.34106
H -6.49318 -3.90431 -1.25127
H -7.07546 -2.53168 0.62882
H -6.01033 -1.23531 0.11540
H -5.33188 -2.75418 0.73166
H -7.42948 -1.38970 -1.61902
H -1.97548 -4.35643 -2.68329
H 1.25645 -3.74121 -2.70533
H 0.98671 -2.56811 -3.98417
H 0.15628 -4.12481 -4.02427
H 0.89347 -0.84916 -3.02471
H 2.00403 -1.62773 -1.16498
H 1.47810 0.01687 1.05536
H 1.05484 -1.66218 0.92944
H -0.11920 -0.37522 0.52224
C 0.30273 -5.03221 1.69076
C -0.59279 -4.00362 1.43234
C -1.19412 -3.31562 2.47680
C -0.89613 -3.65823 3.78751
C -0.00070 -4.68664 4.04914
C 0.59773 -5.37457 3.00278
H 0.77077 -5.56869 0.87440
H -0.81960 -3.73218 0.41184
H -1.89405 -2.51428 2.26988
H -1.36158 -3.12466 4.60536
H 0.23112 -4.95267 5.07158
H 1.29279 -6.17716 3.20966
C 6.60486 6.21829 -0.51287
C 5.21938 6.28225 -0.45606
C 4.46415 5.13071 -0.62687
C 5.10061 3.91831 -0.85096
C 6.48496 3.85025 -0.90698
C 7.23773 5.00372 -0.73887
H 7.19287 7.11687 -0.38068
H 4.72766 7.22953 -0.27782
H 3.38331 5.17792 -0.58091
H 4.50837 3.01967 -0.97754
H 6.97695 2.90171 -1.07994
H 8.31769 4.95609 -0.78394
C 0.22954 5.68604 2.62872
C -0.67595 5.00000 1.83114
C -0.25428 3.90381 1.09152
C 1.07087 3.49370 1.15203
C 1.97649 4.17937 1.94940
C 1.55490 5.27700 2.68697
H -0.09739 6.54242 3.20350
H -1.70793 5.32321 1.78407
H -0.95666 3.37178 0.45966
H 1.39935 2.64249 0.57020
H 3.01102 3.86274 1.99120
H 2.26050 5.81562 3.30563
```

## Properties
Gap between HOMO and LUMO: 7.71 eV
M: 709.4 g/mol
Total energy: -2019.2220 a.u.
Strongest force on any atom: 0.7 eV Å⁻¹
LUMO: -3.13 eV
Charge: +1

The following is a quantum chemistry calculation of a gas-phase ion, C30H35N2 (charge +1) at a distorted geometry, from OMol25.

```
67
Properties=species:S:1:pos:R:3
C -0.65231 5.88032 -0.16190
C -0.26503 4.43740 -0.27637
C -0.72240 3.66668 -1.34779
C -0.54168 2.27616 -1.36489
C 0.02138 1.62796 -0.25104
C 0.01191 0.10577 -0.06411
C -0.52821 -0.61075 -1.27593
C 0.03833 -1.66458 -2.00443
C 1.48543 -2.10627 -2.20053
C 2.15861 -1.08715 -3.12118
C 1.49002 -3.48712 -2.86550
C 2.23069 -2.19573 -0.87524
N -0.96381 -2.28519 -2.69048
C -2.18409 -1.66184 -2.47504
C -3.47120 -2.09045 -2.78335
C -4.54594 -1.32674 -2.29379
C -4.30784 -0.13386 -1.59585
C -3.00106 0.28654 -1.29779
C -1.93381 -0.54767 -1.64312
N -0.72686 -0.36555 1.09595
C -1.76404 0.53921 1.70989
C -2.15648 -0.12503 3.01591
C -0.95997 -0.98053 3.44603
C -0.00190 -1.14207 2.25126
C 1.41648 -0.71956 2.51253
C 2.44156 -1.64891 2.31851
C 3.76849 -1.29336 2.55564
C 4.07804 -0.01261 3.01988
C 3.05006 0.89090 3.29613
C 1.71264 0.52653 3.09215
C 0.71418 2.43084 0.67452
C 0.55174 3.81479 0.67821
H -0.17204 6.34578 0.70184
H -0.38650 6.45761 -1.05317
H -1.73716 5.97531 -0.03615
H -1.23226 4.15998 -2.18116
H -0.85892 1.71743 -2.24660
H 1.04773 -0.20761 0.09881
H 2.17303 -0.08696 -2.66964
H 3.19171 -1.39079 -3.32953
H 1.62438 -1.02174 -4.07704
H 0.95358 -4.22681 -2.25762
H 1.06389 -3.45550 -3.87588
H 2.52658 -3.83038 -2.96773
H 1.65445 -2.77091 -0.13848
H 3.19325 -2.70939 -1.01314
H 2.45949 -1.20758 -0.46004
H -0.86286 -3.10642 -3.27955
H -3.62304 -2.99387 -3.36818
H -5.57016 -1.64861 -2.46350
H -5.14731 0.48257 -1.27042
H -2.82440 1.26682 -0.83995
H -1.31472 -1.15417 0.76856
H -2.58129 0.64388 0.99467
H -1.30934 1.51217 1.87629
H -3.04731 -0.75343 2.87000
H -2.40631 0.64044 3.75683
H -1.27461 -1.98392 3.76793
H -0.45439 -0.53078 4.31326
H -0.01926 -2.18220 1.89039
H 2.17228 -2.66141 1.99786
H 4.54889 -2.03263 2.37626
H 5.11867 0.27068 3.17749
H 3.27935 1.88556 3.68337
H 0.90784 1.21395 3.36941
H 1.40112 1.95814 1.37859
H 1.06268 4.42671 1.42787
```

## Properties
Gap between HOMO and LUMO: 8.41 eV
SMILES: Cc1ccc([C@H](c2c(C(C)(C)C)[nH]c3ccccc23)[N@@H+]2CCC[C@@H]2c2ccccc2)cc1
M: 423.6 g/mol
Total energy: -1273.4717 a.u.
Strongest force on any atom: 3.4 eV Å⁻¹
LUMO: -2.23 eV
Charge: +1

The following is a quantum chemistry calculation of a molecular structure, C30H35N5P2ReS, from OMol25.

```
74
Properties=species:S:1:pos:R:3
Re 0.05593 0.14422 -0.37837
N -3.81870 -2.36980 -1.34110
C -2.67717 -1.98200 -0.74261
S -2.75424 -0.90076 0.59498
N -1.55469 -2.45806 -1.22182
N -0.44890 -1.99665 -0.53678
C 0.41735 -2.87288 -0.16331
C 0.21888 -4.33448 -0.25653
C 0.09901 -4.96579 -1.48972
C -0.07054 -6.33979 -1.54464
C -0.14507 -7.08019 -0.37250
C -0.03913 -6.45001 0.85958
C 0.15522 -5.07871 0.92071
C 1.66028 -2.32165 0.40835
C 2.70978 -3.12037 0.82603
C 3.84989 -2.52390 1.34777
C 3.91126 -1.14356 1.42870
C 2.83933 -0.40245 0.97116
N 1.73263 -0.97088 0.47073
H -4.69480 -2.16011 -0.89618
H -3.78445 -3.16320 -1.96267
H 0.13362 -4.38172 -2.40130
H -0.15263 -6.83429 -2.50373
H -0.28763 -8.15200 -0.41985
H -0.10686 -7.02569 1.77328
H 0.24273 -4.58630 1.88351
H 2.62797 -4.19350 0.73889
H 4.68003 -3.13360 1.67979
H 4.77945 -0.63724 1.82656
H 2.85906 0.67878 0.98275
C 0.94591 -1.48768 -4.43907
C 2.11574 -0.81519 -4.76730
C 2.58411 0.17025 -3.91801
C 1.88893 0.46931 -2.75283
N 0.78472 -0.23853 -2.41059
C 0.31989 -1.18260 -3.25342
C 2.21748 1.58005 -1.84773
C 3.24213 2.47780 -2.13888
C 3.44447 3.59653 -1.34689
C 2.58972 3.83134 -0.27958
C 1.57829 2.92723 0.01053
C 1.36974 1.76101 -0.73045
H 0.52370 -2.24221 -5.08720
H 2.64825 -1.04723 -5.68072
H 3.47875 0.71908 -4.16843
H -0.58052 -1.70054 -2.94763
H 3.88004 2.32764 -2.99940
H 4.24195 4.29063 -1.57747
H 2.70525 4.72212 0.32583
H 0.93009 3.16492 0.83962
C -1.14903 3.00560 -2.22781
P -1.70864 1.78589 -1.00120
C -3.31516 1.29243 -1.68802
C -2.01676 2.76984 0.52453
C -2.07970 1.94142 1.81347
P -0.56323 0.90686 1.95259
C -0.73725 -0.41362 3.19412
C 0.55113 2.01283 2.90354
H -1.88111 3.81032 -2.30903
H -1.06926 2.51839 -3.20081
H -0.18254 3.42019 -1.95607
H -3.81894 2.18268 -2.06702
H -3.92457 0.81326 -0.92830
H -3.16726 0.59482 -2.51392
H -2.93304 3.34979 0.39380
H -1.19888 3.49354 0.57002
H -2.96198 1.30826 1.81699
H -2.13651 2.59383 2.68658
H -1.36135 -0.05998 4.01628
H 0.26080 -0.61311 3.58970
H -1.16551 -1.31987 2.77859
H 0.30633 1.88675 3.95865
H 0.40133 3.06319 2.66291
H 1.60149 1.76018 2.76129
```

## Properties
Gap between HOMO and LUMO (spin up / spin down): 7.13 / 6.03 eV
2S+1: 4
M: 745.9 g/mol
Total energy: -2596.7078 a.u.
Strongest force on any atom: 0.3 eV Å⁻¹
LUMO (spin up / spin down): -6.03 / -7.50 eV
Charge: +2

The following is a quantum chemistry calculation of a molecular structure, C30H35N6O2PbS, from OMol25.

```
75
Properties=species:S:1:pos:R:3
Pb -0.06030 0.16530 -1.47594
C 5.08226 -3.66971 1.77403
C 4.81591 -3.94286 0.29766
N 3.40625 -3.93094 -0.06609
C 2.75441 -2.70513 -0.03559
S 1.00254 -2.63772 -0.24038
N 3.34315 -1.58705 0.04996
N 2.44390 -0.51543 -0.10766
C 2.96702 0.70424 0.43773
C 3.89099 0.61564 1.62227
C 2.53902 1.89192 -0.06277
C 3.05100 3.16863 0.41823
C 2.71994 4.32752 -0.19545
C 1.82937 4.32385 -1.30923
C 1.26475 3.11720 -1.62383
N 1.51930 1.95039 -1.02242
H 6.15509 -3.66985 1.97924
H 4.61766 -4.43448 2.40162
H 4.67811 -2.69769 2.05369
H 5.22087 -4.91616 0.00993
H 5.30888 -3.18653 -0.31268
H 2.86174 -4.65954 0.37218
H 3.77245 -0.35487 2.10486
H 3.66635 1.37629 2.37555
H 4.94989 0.71528 1.35351
H 3.73616 3.17283 1.25439
H 3.13733 5.26290 0.16264
H 1.56534 5.22336 -1.84676
H 0.52805 3.06825 -2.42489
C -4.77303 2.12698 -2.71003
N -3.40162 1.91675 -3.23363
C -3.08419 0.44980 -3.27598
C -2.34795 2.74561 -2.48799
C -2.43903 2.55038 -1.00654
C -3.25407 3.43233 -0.28610
C -3.52386 3.19122 1.04723
C -3.00218 2.04369 1.63873
C -2.16485 1.20008 0.92420
C -1.80923 1.45071 -0.40968
H -5.47042 1.60872 -3.36427
H -4.99472 3.19130 -2.67534
H -4.81782 1.71362 -1.70659
H -3.38389 2.25128 -4.19439
H -3.04043 0.05652 -2.26091
H -2.12087 0.30443 -3.75311
H -3.86015 -0.05488 -3.84517
H -2.53841 3.77900 -2.78591
H -1.39767 2.41299 -2.89900
H -3.67380 4.30984 -0.77302
H -4.13978 3.87744 1.61598
H -3.23749 1.81334 2.67203
H -1.79000 0.30891 1.41101
C 1.04854 -0.90141 0.29283
C 0.79712 -0.69408 1.76947
C 0.64914 0.61324 2.24324
C 0.51131 0.87442 3.59661
C 0.49517 -0.16748 4.51501
C 0.61107 -1.47064 4.05797
C 0.76287 -1.72861 2.70185
H 0.62060 1.43184 1.53612
H 0.39772 1.89890 3.93222
H 0.37780 0.03499 5.57317
H 0.57851 -2.29773 4.75797
H 0.83554 -2.75132 2.35733
O -2.53129 -2.26731 -3.48454
C -2.40730 -2.63179 -2.31353
C -2.43366 -4.10860 -1.90730
C -2.39889 -4.04970 -0.38993
C -2.26072 -2.54975 -0.09480
O -2.17884 -2.10961 1.04017
N -2.24597 -1.81342 -1.24743
H -1.55666 -4.59102 -2.34226
H -3.31693 -4.58954 -2.32873
H -1.55087 -4.56573 0.06059
H -3.30623 -4.42137 0.08861
```

## Properties
Gap between HOMO and LUMO: 4.33 eV
M: 750.9 g/mol
Total energy: -2234.1985 a.u.
Strongest force on any atom: 0.2 eV Å⁻¹
LUMO: 1.80 eV
Charge: -1

The following is a quantum chemistry calculation of a molecular structure, C30H36BN4O4STc at a distorted geometry, from OMol25.

```
77
Properties=species:S:1:pos:R:3
Tc 1.14655 0.14200 -0.69087
O 3.01290 0.38480 0.04951
N 4.10417 -0.16362 -0.44855
C 5.26937 0.04406 0.19692
C 6.45440 -0.41281 -0.31209
C 6.45007 -1.10909 -1.52699
C 5.24928 -1.38085 -2.13281
C 4.04592 -0.92215 -1.58303
S 2.53749 -1.30581 -2.25261
H 5.18927 0.60005 1.11950
H 7.37055 -0.23067 0.22415
H 7.37422 -1.43072 -1.97903
H 5.17957 -1.95006 -3.04511
O -0.56259 -3.61115 4.92540
C -1.29222 -3.65615 3.71583
C -0.55536 -2.84777 2.68728
C -0.04021 -3.39992 1.51257
C 0.58214 -2.57403 0.60079
N 0.73189 -1.26259 0.77471
C 0.29513 -0.72699 1.93994
C -0.35906 -1.49501 2.89732
C 0.48344 0.70102 2.05966
C 0.38036 1.39318 3.26178
C 0.52320 2.76865 3.27952
C 0.34916 3.54253 4.55732
O -0.42632 2.86398 5.51376
C 0.80020 3.41330 2.06795
C 0.90619 2.67016 0.91890
N 0.74735 1.34202 0.89255
H -1.05554 -4.07911 5.60693
H -2.29305 -3.21878 3.85849
H -1.40792 -4.68928 3.36425
H -0.12894 -4.45657 1.31365
H 0.98058 -2.97324 -0.32011
H -0.74874 -1.02680 3.78504
H 0.19230 0.86635 4.18530
H -0.08766 4.52592 4.32978
H 1.32326 3.70783 5.03324
H -1.30018 2.68418 5.14666
H 0.92211 4.48278 2.02942
H 1.10433 3.13110 -0.03625
B 0.61687 3.89462 -3.28070
C 1.05763 2.58610 -2.61512
N 1.28795 1.62910 -1.99441
H 1.45944 4.32634 -4.00525
H 0.37263 4.62979 -2.35897
H -0.38317 3.63437 -3.88800
C -0.51489 -1.07896 -4.35061
C -1.29255 -2.10137 -3.51996
C -0.35495 -3.05392 -2.77657
C -2.26008 -1.41787 -2.58275
C -3.60325 -1.72425 -2.70197
C -4.56608 -1.10765 -1.92556
C -4.18063 -0.12441 -1.03489
C -2.85163 0.20779 -0.85783
C -2.46333 1.31453 0.09295
C -3.02669 1.09345 1.49983
C -2.87263 2.67496 -0.48394
C -1.84780 -0.46661 -1.60854
O -0.58777 -0.22289 -1.38662
H 0.17758 -1.59419 -5.01181
H 0.04904 -0.40287 -3.70960
H -1.20507 -0.49014 -4.95165
H -1.89448 -2.70708 -4.20812
H 0.46712 -2.49376 -2.34896
H 0.05780 -3.78700 -3.46514
H -0.88326 -3.57672 -1.98051
H -3.90360 -2.46891 -3.42549
H -5.60427 -1.37974 -2.02790
H -4.93360 0.38626 -0.45521
H -1.37695 1.31319 0.17630
H -4.10373 1.23168 1.51708
H -2.58473 1.81029 2.19168
H -2.80067 0.08369 1.84320
H -3.92837 2.69722 -0.74435
H -2.29485 2.88196 -1.38173
H -2.67465 3.46226 0.24046
```

## Properties
Gap between HOMO and LUMO (spin up / spin down): 5.95 / 5.89 eV
2S+1: 3
M: 657.5 g/mol
Total energy: -2188.6020 a.u.
Strongest force on any atom: 2.2 eV Å⁻¹
LUMO (spin up / spin down): -1.05 / -1.36 eV

The following is a quantum chemistry calculation of a molecular structure, C30H36BN8O2Re, from OMol25.

```
78
Properties=species:S:1:pos:R:3
Re 0.50251 -0.13104 0.05293
C 1.84409 6.05466 1.42580
C 1.17989 4.80730 0.90703
C -0.27842 4.77313 -0.78784
C -1.41126 3.82421 -0.71011
C -2.40411 3.71286 -1.68686
N -3.67779 3.43344 -1.54184
C -4.45463 3.32014 -0.29739
C -4.45141 1.92620 0.32542
C -4.76323 0.79152 -0.64114
N -3.54510 0.35610 -1.33840
C -3.53822 -0.37069 -2.41960
C -2.46215 -1.18555 -2.85763
C -2.72952 -2.14314 -3.85548
C -1.91980 -3.25013 -4.03793
C -2.15997 -4.24367 -5.13750
C -0.92536 -3.44917 -3.08184
C -0.60571 -2.51353 -2.09052
C 0.15219 -2.95396 -0.93821
N 0.44540 -2.24293 0.09509
C 0.89548 -3.02006 1.27648
C 0.56904 -2.35026 2.60086
C 1.46017 -1.16105 2.91613
N 1.13902 -0.01263 2.05742
C 1.23024 1.16722 2.53780
C 0.87760 2.28323 1.66610
C 1.78826 3.44035 1.26549
C -0.48790 2.26640 0.99934
O -1.12643 1.10397 1.02098
C -1.27995 -1.28484 -2.07840
O -0.93189 -0.24926 -1.33851
H 1.44735 6.94161 0.93046
H 1.66960 6.16380 2.49734
H 2.92060 6.02485 1.25419
H -0.37781 5.62128 -1.46189
H -2.09233 3.92848 -2.70542
H -4.21888 3.41165 -2.39837
H -4.08102 4.06560 0.40305
H -5.47142 3.60995 -0.55925
H -3.49901 1.71393 0.81917
H -5.20986 1.93693 1.10863
H -5.14658 -0.05806 -0.07438
H -5.52400 1.05710 -1.37811
H -2.66479 0.41254 -0.81915
H -4.48227 -0.45266 -2.95321
H -3.62213 -2.02932 -4.46131
H -3.19183 -4.21443 -5.48224
H -1.51806 -4.02409 -5.99213
H -1.93699 -5.25797 -4.81058
H -0.38900 -4.39290 -3.08262
H 0.35219 -4.02520 -0.90918
H 0.42596 -4.00273 1.24140
H 1.97435 -3.17965 1.22364
H -0.48345 -2.06213 2.64444
H 0.72600 -3.09443 3.38323
H 1.35945 -0.86710 3.96165
H 2.50740 -1.42106 2.73759
H 1.51834 1.35258 3.57096
H 2.79225 3.43972 1.68354
B 2.67454 2.29184 -1.24597
N 3.21289 0.94332 -0.69097
C 4.51591 0.65656 -0.69558
C 4.70626 -0.69102 -0.41505
C 3.43818 -1.17565 -0.20896
N 2.51047 -0.20940 -0.38837
N 1.67133 2.99522 -0.19225
C 1.21500 4.39221 -0.58691
C -0.36945 4.87200 0.79438
C -1.23271 3.56233 0.77050
N 0.72392 1.95478 0.17818
H 1.93600 2.13630 -2.18427
H 3.59638 3.02745 -1.42650
H 5.23805 1.42378 -0.92109
H 5.63747 -1.22772 -0.37142
H 3.13496 -2.17907 0.02672
H 1.91606 4.79108 -1.31517
H -0.87330 5.71271 1.26176
H -2.11753 3.56812 1.40541
```

## Properties
Gap between HOMO and LUMO (spin up / spin down): 6.66 / 4.49 eV
2S+1: 2
M: 737.7 g/mol
Total energy: -1855.3794 a.u.
Strongest force on any atom: 0.4 eV Å⁻¹
LUMO (spin up / spin down): -8.67 / -10.85 eV
Charge: +3